Formula: C50H101F2N12O6S2
Source: the Open Molecules 2025 dataset
Level of theory: wB97M-V/def2-TZVPD

Last columns: bonded neighbours and bond lengths (Å).
Cartesian coordinates (Å):
1 C 0.889 3.648 -6.149  C2 1.549, H9 1.090, H10 1.090, H11 1.090
2 C 0.769 4.334 -4.766  C1 1.549, N3 1.499, H12 1.090, H13 1.090
3 N 0.048 3.443 -3.801  C2 1.499, C4 1.435, C7 1.389
4 C 0.411 3.154 -2.443  N3 1.435, C5 1.372, H14 1.080
5 C -0.506 2.272 -1.930  C4 1.372, N6 1.367, H15 1.080
6 N -1.397 1.949 -2.915  C5 1.367, C7 1.384, C8 1.468
7 C -1.153 2.773 -4.000  N3 1.389, N6 1.384, H16 1.080
8 C -2.504 1.049 -2.572  N6 1.468, H17 1.090, H18 1.090, H19 1.090
9 H -0.087 3.496 -6.609  C1 1.090
10 H 1.442 2.711 -6.076  C1 1.090
11 H 1.427 4.320 -6.818  C1 1.090
12 H 0.517 5.392 -4.707  C2 1.090
13 H 1.784 4.184 -4.397  C2 1.090
14 H 1.358 3.434 -2.007  C4 1.080
15 H -0.431 1.645 -1.054  C5 1.080
16 H -1.668 2.726 -4.948  C7 1.080
17 H -2.662 0.520 -3.512  C8 1.090
18 H -3.406 1.584 -2.272  C8 1.090
19 H -2.245 0.478 -1.681  C8 1.090
20 C -3.767 -3.167 -0.472  C21 1.498, H28 1.090, H29 1.090, H30 1.090
21 C -5.053 -3.159 -1.241  C20 1.498, N22 1.513, H31 1.090, H32 1.090
22 N -5.483 -1.831 -1.826  C21 1.513, C23 1.399, C26 1.355
23 C -6.455 -0.977 -1.295  N22 1.399, C24 1.389, H33 1.080
24 C -6.826 -0.052 -2.263  C23 1.389, N25 1.351, H34 1.080
25 N -5.927 -0.189 -3.262  C24 1.351, C26 1.388, C27 1.422
26 C -5.309 -1.422 -3.106  N22 1.355, N25 1.388, H35 1.080
27 C -5.954 0.369 -4.570  N25 1.422, H36 1.090, H37 1.090, H38 1.090
28 H -3.582 -2.312 0.178  C20 1.090
29 H -2.951 -2.986 -1.173  C20 1.090
30 H -3.618 -4.139 -0.003  C20 1.090
31 H -5.851 -3.399 -0.538  C21 1.090
32 H -5.026 -3.874 -2.063  C21 1.090
33 H -6.876 -1.190 -0.324  C23 1.080
34 H -7.644 0.644 -2.373  C24 1.080
35 H -4.647 -1.863 -3.836  C26 1.080
36 H -5.081 0.961 -4.843  C27 1.090
37 H -6.803 1.043 -4.684  C27 1.090
38 H -6.023 -0.458 -5.277  C27 1.090
39 C -1.137 -7.292 -4.158  C40 1.626, H47 1.090, H48 1.090, H49 1.090
40 C -0.423 -5.945 -4.725  C39 1.626, N41 1.451, H50 1.090, H51 1.090
41 N 0.611 -5.415 -3.857  C40 1.451, C42 1.415, C45 1.367
42 C 1.971 -5.805 -3.815  N41 1.415, C43 1.441, H52 1.080
43 C 2.669 -4.952 -2.886  C42 1.441, N44 1.338, H53 1.080
44 N 1.778 -4.133 -2.316  C43 1.338, C45 1.424, C46 1.477
45 C 0.520 -4.431 -2.913  N41 1.367, N44 1.424, H54 1.080
46 C 1.952 -2.942 -1.460  N44 1.477, H55 1.090, H56 1.090, H57 1.090
47 H -2.089 -7.459 -4.662  C39 1.090
48 H -1.334 -7.226 -3.088  C39 1.090
49 H -0.518 -8.188 -4.190  C39 1.090
50 H -1.143 -5.145 -4.896  C40 1.090
51 H 0.039 -6.233 -5.670  C40 1.090
52 H 2.346 -6.695 -4.299  C42 1.080
53 H 3.688 -4.815 -2.556  C43 1.080
54 H -0.398 -3.938 -2.630  C45 1.080
55 H 1.804 -3.210 -0.414  C46 1.090
56 H 1.457 -2.028 -1.789  C46 1.090
57 H 3.023 -2.773 -1.574  C46 1.090
58 C -8.419 3.001 1.515  C59 1.552, H66 1.090, H67 1.090, H68 1.090
59 C -7.537 2.555 0.318  C58 1.552, N60 1.422, H69 1.090, H70 1.090
60 N -6.194 2.394 0.754  C59 1.422, C61 1.415, C64 1.381
61 C -5.518 1.279 1.306  N60 1.415, C62 1.422, H71 1.080
62 C -4.126 1.511 1.480  C61 1.422, N63 1.345, H72 1.080
63 N -4.050 2.842 1.298  C62 1.345, C64 1.359, C65 1.435
64 C -5.245 3.381 0.940  N60 1.381, N63 1.359, H73 1.080
65 C -2.813 3.570 1.305  N63 1.435, H74 1.090, H75 1.090, H76 1.090
66 H -9.368 3.419 1.180  C58 1.090
67 H -7.851 3.689 2.141  C58 1.090
68 H -8.701 2.190 2.186  C58 1.090
69 H -7.581 3.067 -0.644  C59 1.090
70 H -8.020 1.604 0.092  C59 1.090
71 H -6.048 0.341 1.376  C61 1.080
72 H -3.258 0.911 1.710  C62 1.080
73 H -5.306 4.410 0.617  C64 1.080
74 H -2.026 2.976 0.841  C65 1.090
75 H -2.571 3.649 2.365  C65 1.090
76 H -2.943 4.566 0.883  C65 1.090
77 C 3.554 4.763 1.097  C78 1.453, H86 1.090, H87 1.090, H88 1.090
78 C 4.911 4.837 1.613  C77 1.453, C79 1.466, H89 1.090, H90 1.090
79 C 5.111 6.137 2.260  C78 1.466, N80 1.611, H91 1.090, H92 1.090
80 N 6.551 6.382 2.940  C79 1.611, C81 1.501, C82 1.559, C85 1.502
81 C 7.581 6.401 1.849  N80 1.501, H93 1.090, H94 1.090, H95 1.090
82 C 6.853 5.306 4.027  N80 1.559, C83 1.547, H96 1.090, H97 1.090
83 C 7.868 6.010 4.958  C82 1.547, C84 1.494, H98 1.090, H99 1.090
84 C 7.743 7.470 4.670  C83 1.494, C85 1.446, H100 1.090, H101 1.090
85 C 6.622 7.631 3.771  N80 1.502, C84 1.446, H102 1.090, H103 1.090
86 H 2.694 4.895 1.754  C77 1.090
87 H 3.513 3.750 0.698  C77 1.090
88 H 3.301 5.360 0.221  C77 1.090
89 H 5.516 4.443 0.796  C78 1.090
90 H 4.997 4.013 2.321  C78 1.090
91 H 4.460 6.257 3.126  C79 1.090
92 H 4.939 6.984 1.597  C79 1.090
93 H 7.699 5.510 1.232  C81 1.090
94 H 8.564 6.474 2.316  C81 1.090
95 H 7.426 7.340 1.316  C81 1.090
96 H 7.186 4.455 3.432  C82 1.090
97 H 5.918 5.110 4.553  C82 1.090
98 H 8.914 5.802 4.730  C83 1.090
99 H 7.617 5.690 5.969  C83 1.090
100 H 8.666 7.942 4.334  C84 1.090
101 H 7.584 7.950 5.636  C84 1.090
102 H 6.672 8.482 3.092  C85 1.090
103 H 5.654 7.772 4.251  C85 1.090
104 C 2.895 -2.954 -6.088  C105 1.490, H113 1.090, H114 1.090, H115 1.090
105 C 3.415 -1.577 -5.855  C104 1.490, C106 1.510, H116 1.090, H117 1.090
106 C 3.843 -1.344 -4.426  C105 1.510, N107 1.603, H118 1.090, H119 1.090
107 N 4.195 0.172 -4.042  C106 1.603, C108 1.534, C109 1.586, C112 1.561
108 C 5.010 1.008 -5.036  N107 1.534, H120 1.090, H121 1.090, H122 1.090
109 C 2.863 0.930 -3.632  N107 1.586, C110 1.503, H123 1.090, H124 1.090
110 C 2.699 0.630 -2.169  C109 1.503, C111 1.445, H125 1.090, H126 1.090
111 C 4.010 0.658 -1.561  C110 1.445, C112 1.495, H127 1.090, H128 1.090
112 C 4.900 0.149 -2.650  N107 1.561, C111 1.495, H129 1.090, H130 1.090
113 H 2.168 -3.275 -5.342  C104 1.090
114 H 3.752 -3.588 -6.313  C104 1.090
115 H 2.232 -2.982 -6.953  C104 1.090
116 H 2.533 -0.966 -6.049  C105 1.090
117 H 4.101 -1.201 -6.614  C105 1.090
118 H 4.767 -1.918 -4.492  C106 1.090
119 H 3.130 -1.681 -3.673  C106 1.090
120 H 5.555 1.789 -4.505  C108 1.090
121 H 4.384 1.353 -5.859  C108 1.090
122 H 5.694 0.224 -5.360  C108 1.090
123 H 2.751 1.960 -3.972  C109 1.090
124 H 1.966 0.619 -4.166  C109 1.090
125 H 2.209 1.348 -1.511  C110 1.090
126 H 2.215 -0.331 -1.993  C110 1.090
127 H 4.188 1.689 -1.255  C111 1.090
128 H 4.019 0.028 -0.672  C111 1.090
129 H 5.877 0.628 -2.708  C112 1.090
130 H 5.143 -0.873 -2.360  C112 1.090
131 C -3.659 -1.878 5.560  C132 1.480, H140 1.090, H141 1.090, H142 1.090
132 C -3.425 -3.223 4.989  C131 1.480, C133 1.586, H143 1.090, H144 1.090
133 C -4.281 -4.286 5.798  C132 1.586, N134 1.548, H145 1.090, H146 1.090
134 N -4.130 -5.783 5.430  C133 1.548, C135 1.587, C136 1.631, C139 1.547
135 C -4.558 -5.983 3.915  N134 1.587, H147 1.090, H148 1.090, H149 1.090
136 C -5.052 -6.701 6.413  N134 1.631, C137 1.513, H150 1.090, H151 1.090
137 C -4.119 -7.849 6.728  C136 1.513, C138 1.569, H152 1.090, H153 1.090
138 C -2.826 -7.807 5.840  C137 1.569, C139 1.506, H154 1.090, H155 1.090
139 C -2.691 -6.326 5.601  N134 1.547, C138 1.506, H156 1.090, H157 1.090
140 H -3.049 -1.692 6.444  C131 1.090
141 H -4.686 -1.675 5.864  C131 1.090
142 H -3.335 -1.104 4.865  C131 1.090
143 H -2.389 -3.513 4.816  C132 1.090
144 H -3.759 -3.241 3.952  C132 1.090
145 H -5.354 -4.112 5.717  C133 1.090
146 H -4.000 -3.968 6.802  C133 1.090
147 H -4.019 -5.254 3.310  C135 1.090
148 H -5.645 -5.969 3.829  C135 1.090
149 H -4.223 -6.969 3.593  C135 1.090
150 H -5.872 -6.919 5.729  C136 1.090
151 H -5.389 -5.944 7.122  C136 1.090
152 H -4.757 -8.731 6.677  C137 1.090
153 H -3.835 -7.664 7.764  C137 1.090
154 H -3.057 -8.457 4.996  C138 1.090
155 H -2.102 -8.323 6.470  C138 1.090
156 H -2.184 -5.987 4.698  C139 1.090
157 H -2.305 -5.668 6.380  C139 1.090
158 N -0.517 1.059 1.230  S159 1.624, S163 1.495
159 S -0.660 -0.494 1.682  N158 1.624, O160 1.436, O161 1.479, F162 1.586, S163 2.350
160 O -1.551 -0.746 2.779  S159 1.436
161 O 0.520 -1.380 1.584  S159 1.479
162 F -1.403 -0.946 0.355  S159 1.586
163 S 0.682 1.400 2.055  N158 1.495, S159 2.350, O164 1.479, O165 1.495, F166 1.659
164 O 2.006 1.169 1.440  S163 1.479
165 O 0.639 1.270 3.544  S163 1.495
166 F 0.577 3.029 1.762  S163 1.659
167 C 5.214 0.994 2.557  C168 1.517, H171 1.090, H172 1.090, H173 1.090
168 C 6.102 1.724 3.547  C167 1.517, O169 1.253, O170 1.214
169 O 5.482 2.386 4.412  C168 1.253
170 O 7.303 1.564 3.472  C168 1.214
171 H 4.377 0.426 2.962  C167 1.090
172 H 5.837 0.441 1.855  C167 1.090
173 H 4.507 1.622 2.016  C167 1.090

For the frontier orbital gap (alpha / beta), the calculation gives 7.807 / 7.244 eV. The calculation puts the total energy at -110691.22600 eV. As for the spin multiplicity: 2. The total charge is +6. The expectation value of S² is 0.75.

Atom charges from the Löwdin analysis, given in e for atoms 1 to 6: C -0.05; C -0.12; N -0.01; C 0.02; C -0.04; N -0.08